Entry from OMol25: a cluster of 2 separate species, Cl2OS in total (the ωB97M-V functional and the def2-TZVPD basis).

Summary:
Kohn-Sham gap (spin up / spin down) = 7.914 / 7.956 eV
HOMO (spin up / spin down) = -10.04 / -10.04 eV
total charge = 0
LUMO (spin up / spin down) = -0.0782 / -0.0766 Eh

The geometry in XYZ format:
```
4
Cl2OS, DFT the ωB97M-V functional and the def2-TZVPD basis
O 1.686 -0.495 -0.033
S -0.548 0.059 0.653
Cl -2.175 -0.661 -0.200
Cl -0.577 1.997 -0.196
```

Entry from OMol25: the molecule Cl2S (the ωB97M-V functional and the def2-TZVPD basis).

Summary:
Kohn-Sham gap = 8.547 eV
SMILES = ClSCl
HOMO = -9.54 eV
total charge = 0
LUMO = -0.0364 Eh

The geometry in XYZ format:
```
3
Cl2S, DFT the ωB97M-V functional and the def2-TZVPD basis
S 0.538 0.400 0.440
Cl -0.535 1.098 -1.243
Cl -0.003 -1.498 0.803
```

Entry from OMol25: a cluster of 2 separate species, Cl3H3N4 in total (the ωB97M-V functional and the def2-TZVPD basis).

Summary:
Kohn-Sham gap (spin up / spin down) = 6.328 / 6.329 eV
HOMO (spin up / spin down) = -8.94 / -8.94 eV
total charge = 0
LUMO (spin up / spin down) = -0.0961 / -0.0961 Eh

The geometry in XYZ format:
```
10
Cl3H3N4, DFT the ωB97M-V functional and the def2-TZVPD basis
N 1.610 -0.359 -1.016
N 0.908 -0.053 0.184
N -0.256 -0.480 0.348
N -1.035 -0.294 1.349
Cl -1.262 0.784 -1.734
Cl -0.667 1.342 2.218
Cl -2.685 -0.668 0.995
H 1.047 0.168 -1.630
H 1.279 -1.288 -1.285
H 1.060 0.847 0.571
```

| no. | DFT total energy (hartree) |
| --- | --- |
| 1 | -1393.6126 |
| 2 | -1318.5532 |
| 3 | -1601.1798 |